ORCA calculation (the ωB97M-V functional and the def2-TZVPD basis) on a cluster of 6 separate species, C42H88ClI2N5O7 in total in a non-equilibrium geometry.

Last columns: bonded neighbours and bond lengths (Å).
Element x y z (Å)
1 C 6.3085 -3.5523 0.5858  C2 1.588, H33 1.122, H34 1.111, H35 1.114
2 C 7.6187 -2.7886 0.1148  C1 1.588, C3 1.569, H36 1.110, H37 1.124
3 C 7.4339 -1.2360 0.2442  C2 1.569, C4 1.582, H38 1.117, H39 1.120
4 C 6.8759 -0.5096 -1.0457  C3 1.582, C5 1.566, H40 1.121, H41 1.117
5 C 6.3997 -1.4574 -2.1976  C4 1.566, C6 1.582, H42 1.123, H43 1.111
6 C 5.6570 -0.5480 -3.2585  C5 1.582, C7 1.579, H44 1.120, H45 1.119
7 C 6.5540 0.6329 -3.8016  C6 1.579, C8 1.587, H46 1.115, H47 1.121
8 C 6.1242 2.0516 -3.2348  C7 1.587, C9 1.578, H48 1.113, H49 1.124
9 C 4.6563 2.4470 -3.6563  C8 1.578, C10 1.598, H50 1.113, H51 1.119
10 C 3.9156 3.2512 -2.4910  C9 1.598, C11 1.595, H52 1.114, H53 1.110
11 C 2.4907 2.6128 -2.1658  C10 1.595, C12 1.581, H54 1.112, H55 1.121
12 C 1.3416 3.6453 -2.5005  C11 1.581, C13 1.595, H56 1.114, H57 1.121
13 C 0.4541 3.9958 -1.2222  C12 1.595, C14 1.582, H58 1.121, H59 1.113
14 C -1.0951 3.9798 -1.5407  C13 1.582, C15 1.592, H60 1.111, H61 1.122
15 C -1.8616 3.1958 -0.3858  C14 1.592, C16 1.569, H62 1.115, H63 1.119
16 C -2.7765 4.1068 0.5055  C15 1.569, C17 1.579, H64 1.117, H65 1.122
17 C -4.0897 3.4100 1.0385  C16 1.579, C18 1.584, H66 1.123, H67 1.118
18 C -3.9773 1.8370 1.1834  C17 1.584, C19 1.577, H68 1.120, H69 1.116
19 C -4.5727 1.0432 -0.0420  C18 1.577, C20 1.582, H70 1.122, H71 1.116
20 C -3.9882 -0.4180 -0.2006  C19 1.582, C21 1.579, H72 1.132, H73 1.120
21 C -2.7224 -0.5029 -1.1407  C20 1.579, Cl22 1.843, O23 1.420, H74 1.114
22 Cl -1.2656 -0.0796 -0.0946  C21 1.843
23 O -2.4527 -1.7862 -1.6850  C21 1.420, C24 1.430
24 C -3.3421 -2.1251 -2.7519  O23 1.430, C25 1.556, H75 1.121, H76 1.122
25 C -2.6376 -2.7492 -3.9907  C24 1.556, O26 1.442, C28 1.569, H77 1.121
26 O -1.9275 -1.6843 -4.6554  C25 1.442, C27 1.430
27 C -2.6564 -1.1960 -5.7847  O26 1.430, H78 1.112, H79 1.119, H80 1.122
28 C -1.5604 -3.8377 -3.6496  C25 1.569, I29 2.210, C30 1.569, H81 1.116
29 I -0.6108 -4.3227 -5.5857  C28 2.210
30 C -2.1331 -5.1896 -3.0966  C28 1.569, C31 1.602, I32 2.198, H82 1.115
31 C -0.9543 -6.2741 -3.1195  C30 1.602, H83 1.109, H84 1.121, H85 1.116
32 I -2.7168 -5.0587 -0.9816  C30 2.198
33 H 6.4282 -3.7251 1.6879  C1 1.122
34 H 5.3836 -2.9589 0.4249  C1 1.111
35 H 6.2533 -4.5665 0.1291  C1 1.114
36 H 8.0014 -3.1373 -0.8674  C2 1.110
37 H 8.4030 -3.0752 0.8668  C2 1.124
38 H 8.3925 -0.7411 0.5336  C3 1.117
39 H 6.7005 -1.0565 1.0714  C3 1.120
40 H 5.9840 0.1010 -0.7501  C4 1.121
41 H 7.6526 0.2238 -1.3719  C4 1.117
42 H 7.2957 -1.8884 -2.7193  C5 1.123
43 H 5.6930 -2.2542 -1.8813  C5 1.111
44 H 4.7867 -0.0819 -2.7305  C6 1.120
45 H 5.3396 -1.1385 -4.1538  C6 1.119
46 H 7.6421 0.4872 -3.6069  C7 1.115
47 H 6.4243 0.7166 -4.9121  C7 1.121
48 H 6.2874 2.1043 -2.1353  C8 1.113
49 H 6.8109 2.8061 -3.7066  C8 1.124
50 H 4.1117 1.5176 -3.9374  C9 1.113
51 H 4.6929 3.0813 -4.5775  C9 1.119
52 H 4.5434 3.1711 -1.5745  C10 1.114
53 H 3.8257 4.2963 -2.8556  C10 1.110
54 H 2.4377 2.2399 -1.1191  C11 1.112
55 H 2.3231 1.7235 -2.8267  C11 1.121
56 H 1.7107 4.6207 -2.8918  C12 1.114
57 H 0.7167 3.2015 -3.3187  C12 1.121
58 H 0.6980 5.0259 -0.8516  C13 1.121
59 H 0.7403 3.2933 -0.4081  C13 1.113
60 H -1.5321 4.9819 -1.7403  C14 1.111
61 H -1.2080 3.3862 -2.4861  C14 1.122
62 H -1.1497 2.6807 0.3010  C15 1.115
63 H -2.4240 2.3807 -0.9059  C15 1.119
64 H -3.0656 5.0585 -0.0029  C16 1.117
65 H -2.1931 4.4172 1.4122  C16 1.122
66 H -4.2521 3.7978 2.0800  C17 1.123
67 H -4.9960 3.7277 0.4656  C17 1.118
68 H -4.5876 1.5676 2.0832  C18 1.120
69 H -2.9296 1.5434 1.4320  C18 1.116
70 H -5.6708 0.9418 0.1636  C19 1.122
71 H -4.4836 1.6573 -0.9692  C19 1.116
72 H -4.8216 -1.0723 -0.5986  C20 1.132
73 H -3.6767 -0.7366 0.8266  C20 1.120
74 H -2.7135 0.2348 -1.9755  C21 1.114
75 H -4.0900 -2.8503 -2.3386  C24 1.121
76 H -3.9242 -1.2009 -3.0074  C24 1.122
77 H -3.3704 -3.2287 -4.6903  C25 1.121
78 H -3.7501 -1.3934 -5.7385  C27 1.112
79 H -2.1712 -1.5988 -6.7096  C27 1.119
80 H -2.5262 -0.0828 -5.8249  C27 1.122
81 H -0.7306 -3.4271 -3.0269  C28 1.116
82 H -2.9530 -5.6019 -3.7294  C30 1.115
83 H -1.0319 -6.9723 -3.9771  C31 1.109
84 H -1.0690 -6.8950 -2.1930  C31 1.121
85 H 0.0491 -5.7964 -3.0206  C31 1.116
86 C 5.8931 3.3810 2.4357  C87 1.505, H91 1.088, H92 1.092, H93 1.092
87 C 5.5927 1.9294 2.1747  C86 1.505, O88 1.223, N89 1.358
88 O 5.2987 1.5149 1.0620  C87 1.223
89 N 5.6560 1.0706 3.2251  C87 1.358, C90 1.448, H94 1.008
90 C 5.9837 1.3656 4.6042  N89 1.448, H95 1.093, H96 1.091, H97 1.086
91 H 5.8019 3.9373 1.5052  C86 1.088
92 H 5.1810 3.7893 3.1562  C86 1.092
93 H 6.9129 3.4947 2.8087  C86 1.092
94 H 5.4413 0.1172 2.9767  N89 1.008
95 H 6.8581 0.7749 4.8877  C90 1.093
96 H 5.1391 1.0733 5.2307  C90 1.091
97 H 6.1951 2.4196 4.7555  C90 1.086
98 C 4.1594 5.4550 6.8950  C99 1.506, H103 1.088, H104 1.091, H105 1.092
99 C 3.8601 3.9981 6.6586  C98 1.506, O100 1.222, N101 1.360
100 O 3.5662 3.5665 5.5534  C99 1.222
101 N 3.9248 3.1546 7.7232  C99 1.360, C102 1.450, H106 1.008
102 C 4.2521 3.4679 9.1004  N101 1.450, H107 1.092, H108 1.092, H109 1.086
103 H 4.0669 5.9953 5.9556  C98 1.088
104 H 3.4487 5.8763 7.6079  C98 1.091
105 H 5.1790 5.5764 7.2652  C98 1.092
106 H 3.7117 2.1975 7.4882  N101 1.008
107 H 5.1271 2.8845 9.3936  C102 1.092
108 H 3.4098 3.1828 9.7337  C102 1.092
109 H 4.4627 4.5242 9.2375  C102 1.086
110 C 3.0517 -2.8524 1.6964  C111 1.507, H115 1.088, H116 1.092, H117 1.092
111 C 2.3345 -4.0825 1.2035  C110 1.507, O112 1.223, N113 1.359
112 O 2.7552 -5.2104 1.4212  C111 1.223
113 N 1.1872 -3.9061 0.4978  C111 1.359, C114 1.452, H118 1.009
114 C 0.5327 -2.6604 0.1397  N113 1.452, H119 1.090, H120 1.092, H121 1.086
115 H 3.9449 -3.1541 2.2395  C110 1.088
116 H 3.3531 -2.2265 0.8541  C110 1.092
117 H 2.4092 -2.2859 2.3731  C110 1.092
118 H 0.7630 -4.7718 0.2008  N113 1.009
119 H -0.4735 -2.6616 0.5575  C114 1.090
120 H 0.4633 -2.6061 -0.9485  C114 1.092
121 H 1.0753 -1.7956 0.5093  C114 1.086
122 C -8.6589 -1.2768 -1.4247  C123 1.504, H127 1.088, H128 1.091, H129 1.090
123 C -7.4881 -1.9194 -2.1164  C122 1.504, O124 1.226, N125 1.359
124 O -6.4037 -1.3568 -2.2236  C123 1.226
125 N -7.6602 -3.1648 -2.6312  C123 1.359, C126 1.450, H130 1.008
126 C -8.8527 -3.9887 -2.6070  N125 1.450, H131 1.092, H132 1.092, H133 1.086
127 H -8.3690 -0.2908 -1.0686  C122 1.088
128 H -9.4913 -1.1618 -2.1203  C122 1.091
129 H -8.9670 -1.8754 -0.5678  C122 1.090
130 H -6.8343 -3.5311 -3.0790  N125 1.008
131 H -8.6212 -4.9236 -2.0926  C126 1.092
132 H -9.1430 -4.2141 -3.6351  C126 1.092
133 H -9.6768 -3.4947 -2.1008  C126 1.086
134 C -10.1944 0.8281 2.2516  C135 1.506, H139 1.088, H140 1.091, H141 1.092
135 C -10.4569 -0.6330 1.9993  C134 1.506, O136 1.223, N137 1.359
136 O -10.7256 -1.0615 0.8856  C135 1.223
137 N -10.3870 -1.4834 3.0572  C135 1.359, C138 1.450, H142 1.008
138 C -10.0855 -1.1741 4.4412  N137 1.450, H143 1.092, H144 1.092, H145 1.086
139 H -10.2865 1.3743 1.3156  C134 1.088
140 H -10.9242 1.2269 2.9582  C134 1.091
141 H -9.1830 0.9695 2.6368  C134 1.092
142 H -10.5744 -2.4431 2.8115  N137 1.008
143 H -9.2012 -1.7395 4.7413  C138 1.092
144 H -10.9294 -1.4840 5.0606  C138 1.092
145 H -9.9014 -0.1144 4.5896  C138 1.086

Net charge: 0
Total energy (eV): -95486.9487
LUMO (eV): 0.125
Relative energy (zero: lowest compared OMol25 entry of this formula, charge and spin) (kcal per mole): 57.96
Spin multiplicity: 1
Max |F| (eV Å⁻¹): 2.3
SMILES string: CCCCCCCCCCCCCCCCCCCC[C@@H](Cl)OC[C@@H](OC)[C@H](I)[C@@H](C)I.CNC(C)=O.CNC(C)=O.CNC(C)=O.CNC(C)=O.CNC(C)=O